Record 1
Entry from the OMol25 dataset: a molecular structure, C44H46As2N3O2RuS3 (wB97M-V/def2-TZVPD).

Properties
energy above the lowest of the compared OMol25 structures with the same formula, charge and spin	25.4	kcal/mol
orbital gap (alpha / beta)	0.268 / 0.221	hartree
multiplicity	6
E_LUMO (alpha / beta)	0.440 / -0.940	eV
DFT total energy	-211704.900	eV

Last column: Mulliken charge in e.
Cartesian coordinates (Å):
1 Ru 0.599 -1.260 -0.590  1.8791
2 N 1.199 -3.463 -1.299  -0.2878
3 C 1.889 -3.625 -2.597  -0.7687
4 C 3.250 -2.938 -2.581  -0.6794
5 C 3.118 -1.431 -2.506  0.0890
6 O 3.415 -0.729 -3.457  -0.6360
7 O 2.657 -0.993 -1.365  -0.0936
8 H 1.803 -3.775 -0.543  0.2536
9 H 0.343 -4.008 -1.281  0.1727
10 H 1.251 -3.201 -3.375  0.2921
11 H 2.020 -4.687 -2.819  0.4379
12 H 3.793 -3.193 -3.490  0.3824
13 H 3.813 -3.296 -1.715  0.2502
14 S -1.583 -1.952 -1.576  -0.5283
15 C -2.251 -3.180 -0.484  0.3433
16 C -2.952 -4.271 -1.005  -0.6879
17 C -3.515 -5.219 -0.164  -0.6232
18 C -3.391 -5.103 1.216  -0.7684
19 C -2.695 -4.028 1.748  -0.3245
20 C -2.130 -3.078 0.906  -0.3202
21 As -1.187 -1.505 1.510  1.4672
22 C -2.646 -0.208 1.538  -0.3861
23 C -2.450 1.041 0.968  0.0731
24 C -3.447 2.008 1.021  -1.0649
25 C -4.660 1.715 1.626  -0.5974
26 C -4.870 0.460 2.186  -0.8767
27 C -3.864 -0.495 2.149  0.0014
28 C -0.949 -1.832 3.405  0.5514
29 C -1.326 -0.878 4.345  -0.3347
30 C -1.062 -1.084 5.695  -0.7979
31 C -0.423 -2.241 6.108  -0.5868
32 C -0.039 -3.194 5.172  -0.8784
33 C -0.290 -2.986 3.825  -0.5561
34 H -3.053 -4.362 -2.080  0.4976
35 H -4.054 -6.057 -0.589  0.3701
36 H -3.831 -5.842 1.872  0.4180
37 H -2.593 -3.932 2.822  0.4522
38 H -1.488 1.273 0.531  0.0703
39 H -3.266 2.999 0.618  0.5654
40 H -5.440 2.465 1.672  0.4217
41 H -5.816 0.229 2.660  0.4182
42 H -4.029 -1.467 2.598  0.5083
43 H -1.832 0.027 4.033  0.3387
44 H -1.358 -0.336 6.420  0.4299
45 H -0.218 -2.402 7.159  0.3952
46 H 0.471 -4.095 5.489  0.4165
47 H 0.039 -3.719 3.102  0.4661
48 S 2.073 -2.198 1.389  -0.2843
49 C 3.067 -0.893 2.035  0.7218
50 C 3.993 -1.222 3.042  -0.6367
51 C 4.794 -0.264 3.630  -0.6417
52 C 4.700 1.074 3.247  -0.9445
53 C 3.794 1.416 2.265  -0.2113
54 C 2.994 0.448 1.653  -0.8917
55 As 1.717 1.025 0.329  2.0760
56 C 2.741 2.090 -0.911  0.7060
57 C 4.114 1.918 -1.025  -0.8865
58 C 4.819 2.611 -2.000  -0.7989
59 C 4.158 3.465 -2.870  -0.6382
60 C 2.783 3.623 -2.773  -0.9969
61 C 2.076 2.926 -1.802  -0.1907
62 C 0.798 2.347 1.423  0.4450
63 C 0.227 1.872 2.603  -0.4033
64 C -0.474 2.724 3.440  -0.6160
65 C -0.616 4.066 3.104  -0.7505
66 C -0.039 4.547 1.938  -0.6623
67 C 0.672 3.692 1.099  -0.5660
68 H 4.063 -2.256 3.357  0.4446
69 H 5.495 -0.558 4.401  0.3793
70 H 5.319 1.830 3.711  0.4152
71 H 3.700 2.454 1.963  0.4291
72 H 4.632 1.231 -0.370  0.4243
73 H 5.888 2.466 -2.089  0.4021
74 H 4.711 3.993 -3.637  0.3857
75 H 2.257 4.272 -3.462  0.4351
76 H 0.998 3.029 -1.759  0.5000
77 H 0.351 0.831 2.884  0.4113
78 H -0.909 2.343 4.357  0.4427
79 H -1.164 4.734 3.755  0.3878
80 H -0.128 5.596 1.682  0.4427
81 H 1.140 4.087 0.207  0.4853
82 C 0.301 1.184 -6.286  -0.9634
83 C -0.707 0.168 -5.777  -0.6755
84 N -1.514 0.667 -4.662  -0.0463
85 C -1.106 0.678 -3.386  0.1442
86 S 0.448 0.132 -2.965  0.0898
87 N -1.965 1.139 -2.461  0.3293
88 C -3.245 1.778 -2.710  -0.9690
89 C -3.121 3.258 -3.052  -1.0125
90 H 0.786 0.807 -7.188  0.3935
91 H 1.070 1.367 -5.536  0.2595
92 H -0.188 2.129 -6.534  0.2837
93 H -0.203 -0.734 -5.435  0.2689
94 H -1.410 -0.119 -6.560  0.4554
95 H -2.387 1.109 -4.891  0.2268
96 H -1.571 1.204 -1.538  -0.6152
97 H -3.847 1.632 -1.814  0.3685
98 H -3.772 1.229 -3.494  0.5168
99 H -2.689 3.807 -2.213  0.2609
100 H -4.099 3.686 -3.274  0.4220
101 H -2.474 3.411 -3.918  0.2833

=====

Record 2
Entry from the OMol25 dataset: C12H15PS in the gas phase (wB97M-V/def2-TZVPD).

Properties
orbital gap (alpha / beta)	0.173 / 0.249	hartree
multiplicity	3
E_LUMO (alpha / beta)	0.554 / -2.100	eV
DFT total energy	-32805.781	eV

Last column: Mulliken charge in e.
Cartesian coordinates (Å):
1 C 0.144 3.278 -1.791  -0.2004
2 C -0.495 2.130 -2.165  -0.7944
3 C 1.191 3.318 -0.849  -0.6366
4 C -0.206 0.996 -1.474  -0.1985
5 C 1.681 2.121 -0.310  -0.6258
6 C 0.863 0.973 -0.526  0.3012
7 C -0.541 -2.517 0.414  -0.4568
8 C 0.392 -1.960 -0.373  0.2333
9 C -0.834 -1.971 1.723  -1.2277
10 C -0.087 -0.627 1.846  0.4163
11 C 0.927 -2.480 -1.656  -1.5080
12 C -0.966 0.660 2.054  -1.5614
13 P 1.181 -0.483 0.434  0.5821
14 S 3.273 -0.526 0.866  -0.3059
15 H -0.108 4.299 -2.247  0.2491
16 H -1.355 2.038 -2.807  0.3517
17 H 1.668 4.313 -0.669  0.3413
18 H -0.410 -0.008 -1.598  0.6035
19 H 2.507 2.276 0.270  0.3909
20 H -1.045 -3.434 0.247  0.4740
21 H -1.873 -1.766 1.732  0.3843
22 H -0.758 -2.681 2.481  0.4119
23 H 0.759 -0.551 2.668  0.3452
24 H 1.161 -1.842 -2.417  0.4333
25 H 0.123 -3.095 -1.988  0.4156
26 H 1.846 -2.942 -1.590  0.3601
27 H -0.582 1.597 1.761  0.4219
28 H -1.037 0.762 3.115  0.4313
29 H -1.947 0.666 1.580  0.3686

=====

Record 3
Entry from the OMol25 dataset: a molecular structure, C21H74F3KO19 (wB97M-V/def2-TZVPD).

Properties
orbital gap	0.313	hartree
E_LUMO	-0.039	eV
DFT total energy	-86348.107	eV

Last column: Mulliken charge in e.
Cartesian coordinates (Å):
1 K -0.340 -0.450 -3.346  1.1389
2 C -0.557 1.120 -0.656  2.0161
3 C 0.154 -0.102 -0.091  2.2350
4 O -0.328 -1.166 -0.886  0.4049
5 C 0.321 -2.347 -0.577  0.6383
6 O 0.150 -2.822 0.773  2.4451
7 C -0.104 -3.498 -1.530  -0.4232
8 F 0.331 -3.153 -2.768  -0.2595
9 F 0.435 -4.684 -1.070  -0.1872
10 F -1.408 -3.623 -1.550  -0.1884
11 H -1.611 1.057 -0.862  -1.6969
12 H -0.064 1.514 -1.539  -0.2360
13 H -0.484 1.846 0.137  -0.1337
14 H -0.039 -0.239 0.965  -1.4133
15 H 1.189 0.061 -0.158  0.4253
16 H 1.376 -2.217 -0.731  -0.6170
17 C -4.106 2.435 0.453  -0.2862
18 O -4.710 2.665 1.691  -0.5258
19 H -4.357 3.264 -0.149  0.6339
20 H -4.601 1.672 -0.184  0.3283
21 H -3.041 2.127 0.578  -0.5121
22 H -5.653 2.744 1.647  0.3032
23 C -2.365 -4.950 1.291  -0.5348
24 O -1.551 -4.274 2.149  -0.6017
25 H -1.863 -5.883 1.123  0.2658
26 H -2.767 -4.469 0.346  0.0340
27 H -3.289 -5.351 1.743  0.2854
28 H -0.813 -3.861 1.680  -0.1560
29 C -1.853 4.007 -1.573  -0.7871
30 O -0.791 3.844 -2.505  -0.7274
31 H -2.212 3.106 -1.154  -0.0912
32 H -2.626 4.424 -2.129  0.6457
33 H -1.546 4.684 -0.816  0.5030
34 H 0.017 3.526 -2.108  -0.0247
35 C -2.873 -0.653 1.456  -0.0359
36 O -2.551 -1.585 0.384  -0.5813
37 H -2.779 -1.185 2.453  0.0483
38 H -3.871 -0.412 1.329  0.7752
39 H -2.252 0.180 1.352  -0.8810
40 H -1.577 -1.685 0.335  -0.2530
41 C -3.552 2.510 -3.986  -0.8219
42 O -2.322 1.799 -3.709  -0.3033
43 H -3.478 3.339 -4.647  0.4325
44 H -4.036 2.955 -3.071  0.1350
45 H -4.309 1.913 -4.447  0.3062
46 H -1.734 2.536 -3.474  0.2081
47 C 1.892 2.294 2.444  -0.7676
48 O 2.996 1.542 2.402  -0.5836
49 H 2.306 3.157 2.124  0.6603
50 H 1.560 2.444 3.544  0.2901
51 H 1.041 2.000 1.817  -0.0465
52 H 2.969 0.887 3.102  0.3249
53 C 0.834 2.754 -5.307  -0.9500
54 O 0.764 1.662 -4.349  -0.1960
55 H -0.049 3.081 -5.824  0.2924
56 H 1.559 2.494 -6.133  0.2803
57 H 1.238 3.558 -4.762  0.3953
58 H 1.624 1.826 -3.910  0.1436
59 C 2.982 -1.673 1.627  0.7869
60 O 4.152 -1.608 2.496  -0.6922
61 H 3.214 -1.941 0.650  -0.6347
62 H 2.459 -0.742 1.558  -0.5257
63 H 2.337 -2.339 2.106  0.8099
64 H 3.705 -1.747 3.318  0.4495
65 C 1.698 3.842 -0.619  -0.4336
66 O 1.770 2.992 -1.739  -0.6035
67 H 2.580 3.873 -0.061  0.5217
68 H 0.908 3.460 -0.061  -0.1516
69 H 1.315 4.860 -0.850  0.3695
70 H 2.408 2.284 -1.580  0.4003
71 C 4.599 0.854 -0.226  -0.8451
72 O 3.219 1.248 -0.230  -0.3773
73 H 4.660 -0.019 -0.878  0.2594
74 H 4.888 0.529 0.740  0.4039
75 H 5.272 1.675 -0.673  0.1383
76 H 3.014 1.451 0.703  0.1824
77 C -2.077 1.503 3.679  -0.9674
78 O -0.729 1.183 3.545  -0.3264
79 H -2.539 0.688 4.201  0.4134
80 H -2.648 1.626 2.828  0.2519
81 H -2.143 2.422 4.288  0.2987
82 H -0.644 0.235 3.654  0.3546
83 C -1.140 4.322 1.980  0.5254
84 O -1.155 5.728 1.986  -0.5917
85 H -1.617 3.900 1.152  -0.3542
86 H -1.699 3.970 2.845  0.2128
87 H -0.186 3.891 1.801  -0.1518
88 H -1.918 6.196 2.257  0.3345
89 C -4.003 -0.659 -2.170  -0.2253
90 O -2.843 -1.464 -2.288  -0.5640
91 H -4.589 -0.969 -1.295  0.2469
92 H -4.595 -0.526 -3.131  0.3396
93 H -3.498 0.345 -2.008  -0.3147
94 H -2.595 -1.782 -1.378  0.3272
95 C 3.084 -1.357 -2.683  -0.7858
96 O 2.250 -0.291 -2.328  0.1007
97 H 3.486 -1.858 -1.792  0.1376
98 H 3.859 -1.063 -3.348  0.4065
99 H 2.566 -2.182 -3.165  0.1176
100 H 2.839 0.314 -1.894  -0.0582
101 C -0.314 -2.071 4.136  -0.9658
102 O 0.269 -1.323 3.123  -0.7253
103 H -0.136 -1.621 5.069  0.3927
104 H 0.142 -3.007 4.089  0.3875
105 H -1.361 -2.150 4.049  0.2015
106 H 0.185 -1.737 2.253  -0.1510
107 C 3.940 -4.318 -0.482  -0.9465
108 O 5.018 -3.685 -1.224  -0.5899
109 H 2.945 -3.892 -0.603  0.2378
110 H 4.111 -4.242 0.508  0.5094
111 H 3.865 -5.453 -0.582  0.3741
112 H 5.550 -3.139 -0.644  0.3225
113 C 1.498 -5.811 1.590  -0.5429
114 O 1.550 -4.621 2.447  -0.5962
115 H 0.577 -6.415 1.499  0.2055
116 H 2.225 -6.461 1.973  0.4710
117 H 1.793 -5.699 0.516  -0.0478
118 H 1.179 -3.944 1.951  -0.0953

=====

Record 4
Entry from the OMol25 dataset: 2 unconnected molecules or ions with the total composition CH5NO3 (wB97M-V/def2-TZVPD).

Properties
energy above the lowest of the compared OMol25 structures with the same formula, charge and spin	21.7	kcal/mol
orbital gap	0.405	hartree
E_LUMO	0.430	eV
DFT total energy	-8750.883	eV
SMILES	NC(=O)O.O

Last column: Mulliken charge in e.
Cartesian coordinates (Å):
1 N 0.056 0.949 -1.103  -0.4941
2 C -0.553 0.864 0.246  0.5650
3 O -0.485 2.126 0.768  -0.4676
4 O -1.028 -0.129 0.674  -0.4782
5 H -0.083 1.887 -1.565  0.2502
6 H -0.230 0.212 -1.776  0.2745
7 H -0.288 2.032 1.767  0.3524
8 H 0.374 -2.271 0.686  0.2947
9 H 1.576 -2.769 0.232  0.3052
10 O 0.660 -2.901 0.071  -0.6021

=====

Question: What is the formula in the first record?
Answer: C44H46As2N3O2RuS3

=====

Question: Which of these has the lowest DFT total energy?
Answer: C44H46As2N3O2RuS3